DFT (the ωB97M-V functional and the def2-TZVPD basis) results for an isolated ion of composition C5H6N and charge +1.

Each atom is followed by the atoms it is bonded to, with distances in Å.
Positions of all 12 atoms, in Å:
1 C 1.33 -0.40 -0.03  C2 1.254, C3 1.513, N6 1.550
2 C 2.54 -0.57 -0.28  C1 1.254
3 C 0.43 0.82 0.01  C1 1.513, C4 1.326, N6 1.521
4 C 0.30 2.14 0.02  C3 1.326, H7 1.053, H8 1.007
5 C -1.06 -1.40 -0.28  N6 1.472, H9 1.037, H10 1.020, H11 1.138
6 N -0.14 -0.52 0.45  C1 1.550, C3 1.521, C5 1.472, H12 1.021
7 H -0.65 2.55 0.24  C4 1.053
8 H 1.05 2.74 -0.28  C4 1.007
9 H -1.50 -2.00 0.45  C5 1.037
10 H -1.73 -0.76 -0.71  C5 1.020
11 H -0.53 -2.04 -1.05  C5 1.138
12 H -0.04 -0.55 1.47  N6 1.021

Calculated values
HOMO-LUMO gap = 9.14 eV
E_tot = -6757.18561 eV
Net charge = +1
Relative energy (zero: lowest compared OMol25 entry of this formula, charge and spin) = 184.3 kcal/mol



DFT (the ωB97M-V functional and the def2-TZVPD basis) results for a 3-piece molecular cluster, C12H18O9 overall.

Each atom is followed by the atoms it is bonded to, with distances in Å.
Positions of all 39 atoms, in Å:
1 C 1.58 -5.12 2.69  C2 1.496, H8 1.090, H9 1.090, H10 1.090
2 C 0.97 -3.83 3.14  C1 1.496, C3 1.504, O7 1.409, H11 1.090
3 C 1.83 -3.16 4.18  C2 1.504, O4 1.392, H12 1.090, H13 1.090
4 O 1.99 -1.83 3.80  C3 1.392, C5 1.324
5 C 1.72 -1.80 2.50  O4 1.324, O6 1.197, O7 1.286
6 O 1.86 -0.83 1.83  C5 1.197
7 O 1.20 -2.91 2.10  C2 1.409, C5 1.286
8 H 1.30 -5.45 1.69  C1 1.090
9 H 1.29 -5.87 3.43  C1 1.090
10 H 2.67 -5.13 2.73  C1 1.090
11 H -0.06 -3.94 3.49  C2 1.090
12 H 2.77 -3.67 4.36  C3 1.090
13 H 1.39 -3.28 5.17  C3 1.090
14 C 1.33 0.69 -1.89  C15 1.622, H21 1.090, H22 1.090, H23 1.090
15 C 0.22 -0.45 -2.22  C14 1.622, C16 1.501, O20 1.452, H24 1.090
16 C 0.37 -1.78 -1.54  C15 1.501, O17 1.463, H25 1.090, H26 1.090
17 O -1.02 -1.95 -1.11  C16 1.463, C18 1.292
18 C -1.75 -0.89 -1.14  O17 1.292, O19 1.219, O20 1.384
19 O -2.86 -0.92 -0.62  C18 1.219
20 O -1.04 0.12 -1.77  C15 1.452, C18 1.384
21 H 1.08 1.63 -2.38  C14 1.090
22 H 2.32 0.35 -2.20  C14 1.090
23 H 1.24 0.77 -0.80  C14 1.090
24 H 0.09 -0.70 -3.27  C15 1.090
25 H 0.93 -1.62 -0.62  C16 1.090
26 H 0.83 -2.58 -2.13  C16 1.090
27 C -0.50 4.24 -2.57  C28 1.548, H34 1.090, H35 1.090, H36 1.090
28 C -1.89 3.81 -2.04  C27 1.548, C29 1.579, O33 1.418, H37 1.090
29 C -2.01 3.29 -0.55  C28 1.579, O30 1.386, H38 1.090, H39 1.090
30 O -2.21 4.45 0.18  C29 1.386, C31 1.359
31 C -2.72 5.40 -0.65  O30 1.359, O32 1.232, O33 1.348
32 O -3.04 6.54 -0.30  C31 1.232
33 O -2.81 4.87 -1.89  C28 1.418, C31 1.348
34 H 0.06 3.33 -2.76  C27 1.090
35 H 0.05 4.88 -1.88  C27 1.090
36 H -0.66 4.62 -3.58  C27 1.090
37 H -2.48 3.20 -2.72  C28 1.090
38 H -1.09 2.77 -0.26  C29 1.090
39 H -2.95 2.75 -0.42  C29 1.090

Calculated values
HOMO-LUMO gap (alpha / beta) = 8.84 / 2.61 eV
E_tot = -31152.10051 eV
Net charge = +1
<S²> = 0.759
Relative energy (zero: lowest compared OMol25 entry of this formula, charge and spin) = 0.0 kcal/mol
Spin multiplicity = 2



no.,maximum force (eV Å⁻¹)
1,6.38
2,5.73